[1]
Computed, not measured: an isolated molecule of C3H9PSi at a distorted geometry, with the ωB97M-V functional and the def2-TZVPD basis.

Values from the calculation:
HOMO level (spin up / spin down) in Ha: -0.2996 / -0.2671
Kohn-Sham gap (spin up / spin down) in eV: 8.0655 / 7.3890
Multiplicity: 1

Geometry (Å):
P: 1.578 -1.644 -0.401
Si: -1.591 -0.915 0.372
C: 0.160 -0.543 -0.159
C: 0.114 1.937 0.717
C: 0.626 0.897 -0.164
H: 2.213 -0.806 -1.433
H: -0.163 1.664 1.791
H: 0.257 1.385 -1.022
H: -0.229 2.922 0.417
H: -1.882 -0.130 1.579
H: 1.760 0.972 -0.362
H: -1.539 -2.332 0.487
H: 1.024 -2.837 -0.950
H: -2.329 -0.570 -0.873

---

[2]
Computed, not measured: a cluster of 2 separate species, C3H9S in total at a distorted geometry, with the ωB97M-V functional and the def2-TZVPD basis.

Values from the calculation:
HOMO level in Ha: -0.0915
Charge: -1
Kohn-Sham gap in eV: 6.4408
Multiplicity: 1

Geometry (Å):
S: 2.035 -2.596 -0.378
C: -0.678 -0.053 -0.231
C: 0.079 -0.247 1.141
C: -0.742 1.479 -0.466
H: 2.557 -2.354 -1.587
H: -1.699 -0.438 -0.171
H: 1.100 0.113 1.045
H: -0.690 2.025 0.472
H: 0.115 -1.295 1.426
H: -1.578 1.715 -1.139
H: -0.533 0.390 1.799
H: 0.122 1.918 -0.993
H: -0.087 -0.657 -0.920

---

[3]
Computed, not measured: a structure of composition C3HBr3 at a distorted geometry, with the ωB97M-V functional and the def2-TZVPD basis.

Values from the calculation:
HOMO level in Ha: -0.2947
Kohn-Sham gap in eV: 8.1045
Multiplicity: 1

Geometry (Å):
Br: -1.363 0.008 -0.754
Br: 1.206 -1.767 -1.320
Br: 0.514 0.908 3.578
C: -0.183 0.507 1.980
C: 0.429 -0.032 -1.670
C: -0.746 0.420 0.916
H: 0.142 -0.044 -2.731

---

[4]
Computed, not measured: a structure of composition C3HBrI2O at a distorted geometry, with the ωB97M-V functional and the def2-TZVPD basis.

Values from the calculation:
HOMO level (spin up / spin down) in Ha: -0.2864 / -0.3233
Kohn-Sham gap (spin up / spin down) in eV: 7.6341 / 6.6841
Multiplicity: 3

Geometry (Å):
I: -1.583 0.085 1.374
I: 0.064 -3.333 -0.815
Br: -0.247 -0.313 -2.018
O: 2.264 0.689 0.698
C: -1.154 -1.685 -1.276
C: 1.137 0.942 0.713
C: -0.115 1.352 0.762
H: -0.367 2.264 0.563

---

[5]
Computed, not measured: an isolated molecule of C3HCl3F2 at a distorted geometry, with the ωB97M-V functional and the def2-TZVPD basis.

Values from the calculation:
HOMO level (spin up / spin down) in Ha: -0.3519 / -0.3300
Kohn-Sham gap (spin up / spin down) in eV: 8.5728 / 8.2949
Multiplicity: 1

Geometry (Å):
Cl: 1.958 1.375 -0.218
Cl: -0.417 -2.126 0.458
Cl: 1.146 -0.768 -1.966
F: -1.190 1.706 0.292
F: 0.403 -0.095 1.799
C: 1.193 -0.132 -0.401
C: -0.015 -0.390 0.536
C: -1.257 0.378 0.181
H: -1.821 0.054 -0.682

---

[6]
Computed, not measured: a cluster of 2 separate species, C3HCl4F in total at a distorted geometry, with the ωB97M-V functional and the def2-TZVPD basis.

Values from the calculation:
HOMO level (spin up / spin down) in Ha: -0.3727 / -0.3263
Kohn-Sham gap (spin up / spin down) in eV: 9.5524 / 7.3433
Multiplicity: 1

Geometry (Å):
Cl: -1.459 0.133 2.447
Cl: 0.368 -1.824 -0.531
Cl: -3.160 0.392 0.099
Cl: 2.162 0.430 -1.063
F: 2.912 -1.894 -0.338
C: -0.656 1.401 0.215
C: 1.908 -1.242 -0.943
C: -1.557 0.752 0.849
H: -0.517 1.851 -0.735

---

[7]
Computed, not measured: an isolated molecule of C3HClO2 at a distorted geometry, with the ωB97M-V functional and the def2-TZVPD basis.

Values from the calculation:
HOMO level in Ha: -0.3815
Kohn-Sham gap in eV: 10.8080
Multiplicity: 1
SMILES: C#COC(=O)Cl

Geometry (Å):
Cl: 2.963 -0.332 0.125
O: 0.444 -0.683 -0.084
O: 1.029 1.520 0.014
C: -1.971 -0.196 0.137
C: -0.826 -0.443 -0.076
C: 1.359 0.383 -0.042
H: -2.998 -0.250 -0.073

---

[8]
Computed, not measured: a structure of composition C3HCuO3 at a distorted geometry, with the ωB97M-V functional and the def2-TZVPD basis.

Values from the calculation:
HOMO level (spin up / spin down) in Ha: -0.2574 / -0.3135
Kohn-Sham gap (spin up / spin down) in eV: 5.0453 / 6.5355
Multiplicity: 3

Geometry (Å):
Cu: -1.200 0.908 2.333
O: -1.277 1.036 -2.118
O: -0.474 -0.287 1.030
O: 1.290 -1.477 0.289
C: 0.683 -0.276 0.421
C: -1.933 0.741 -1.212
C: 0.899 0.800 -0.394
H: 2.013 -1.445 -0.350

---

Computed values of E_tot (unit: eV) for the preceding records, in sequence: -20418.03943, -14092.75164, -213247.72661, -91412.58434, -46126.06144, -55929.36234, -19741.68331, -53902.14293.
Computed values of energy above the lowest of the compared OMol25 structures with the same formula, charge and spin (unit: eV) for the preceding records, in sequence: 2.712, 0.405, 3.453, 0.384, 2.484, 3.856, 0.745, 1.744.